The following is a quantum chemistry calculation of 5 unconnected molecules or ions with the total composition C27H42N2O14S, from the Open Molecules 2025 dataset.

multiplicity: 1
HOMO energy: -8.73 eV
net charge: 0
SMILES: CCSCc1ccc2ncc(CCOC(C)=O)nc2c1.COC(=O)OC.COC(=O)OC.COC(=O)OC.COC(=O)OC
HOMO-LUMO gap: 8.346 eV
max |F|: 0.80 eV/A

Last column: Löwdin charge in e.
Geometry (Å):
C: -3.23 2.57 0.14  -0.1547
C: -2.13 1.99 -0.76  -0.5200
S: -1.19 0.76 0.17  0.8949
C: -0.09 -0.13 -1.01  -0.3925
C: -0.28 0.32 -2.42  -0.3009
C: -1.03 -0.45 -3.34  -0.0311
C: -1.23 -0.02 -4.62  -0.0049
C: -0.70 1.21 -5.05  -0.2156
N: -0.91 1.62 -6.33  0.1396
C: -0.40 2.77 -6.64  -0.0695
C: 0.35 3.58 -5.73  -0.2322
C: 0.89 4.90 -6.21  -0.1170
C: 0.87 6.03 -5.20  -0.1504
O: 1.69 5.86 -4.03  -0.0174
C: 2.93 5.36 -4.23  -0.5427
C: 3.41 4.48 -3.11  0.0171
O: 3.58 5.60 -5.22  0.0984
N: 0.59 3.18 -4.51  0.2043
C: 0.06 1.98 -4.15  -0.1847
C: 0.26 1.51 -2.84  0.0107
H: -3.10 3.64 0.24  0.0694
H: -3.25 2.11 1.13  0.0510
H: -4.20 2.43 -0.33  0.0705
H: -2.54 1.58 -1.68  0.0737
H: -1.45 2.79 -1.07  0.0632
H: 0.93 0.02 -0.67  0.0767
H: -0.34 -1.19 -0.91  0.0682
H: -1.43 -1.40 -3.00  0.1140
H: -1.79 -0.62 -5.32  0.1168
H: -0.55 3.13 -7.65  0.1167
H: 1.86 4.78 -6.68  0.1221
H: 0.22 5.23 -7.01  0.1211
H: 1.16 6.96 -5.68  0.1271
H: -0.14 6.13 -4.81  0.1302
H: 2.83 4.65 -2.20  0.0845
H: 4.46 4.69 -2.93  0.0863
H: 3.27 3.44 -3.40  0.0815
H: 0.85 2.12 -2.17  0.1312
C: -0.27 2.62 2.94  -0.0611
O: 0.50 2.64 4.15  0.0079
C: 1.63 3.34 4.06  -0.6279
O: 2.03 3.92 3.08  0.1210
O: 2.26 3.28 5.24  0.0024
C: 3.49 3.99 5.28  -0.0419
H: -1.15 2.02 3.15  0.0859
H: -0.57 3.63 2.67  0.1001
H: 0.29 2.16 2.13  0.0512
H: 3.34 5.05 5.08  0.0968
H: 4.20 3.58 4.56  0.0964
H: 3.88 3.86 6.29  0.0924
C: 2.56 -3.70 -2.65  -0.0392
O: 1.62 -3.97 -1.60  -0.0070
C: 1.97 -4.97 -0.79  -0.6280
O: 2.98 -5.62 -0.87  0.1285
O: 1.02 -5.11 0.13  0.0013
C: 1.26 -6.14 1.09  -0.0309
H: 2.16 -2.87 -3.22  0.0885
H: 3.53 -3.42 -2.23  0.0979
H: 2.68 -4.57 -3.30  0.0981
H: 2.17 -5.94 1.65  0.0959
H: 1.34 -7.11 0.60  0.0979
H: 0.41 -6.14 1.76  0.0938
C: 1.75 -3.44 4.91  -0.0350
O: 1.99 -4.13 6.14  0.0074
C: 2.01 -5.46 6.03  -0.6268
O: 1.85 -6.09 5.01  0.1144
O: 2.24 -5.97 7.23  0.0066
C: 2.29 -7.40 7.26  -0.0383
H: 1.76 -2.38 5.15  0.0938
H: 2.53 -3.66 4.18  0.0955
H: 0.78 -3.71 4.50  0.0968
H: 3.09 -7.77 6.63  0.0972
H: 1.34 -7.82 6.94  0.0970
H: 2.48 -7.67 8.30  0.0932
C: -3.88 -1.36 -0.02  -0.0506
O: -5.23 -1.77 0.23  0.0100
C: -5.64 -1.55 1.47  -0.6253
O: -5.00 -1.06 2.36  0.1231
O: -6.91 -1.98 1.58  0.0034
C: -7.48 -1.80 2.87  -0.0408
H: -3.68 -1.58 -1.06  0.0932
H: -3.76 -0.29 0.16  0.0455
H: -3.19 -1.91 0.61  0.0974
H: -7.50 -0.75 3.15  0.0967
H: -6.92 -2.37 3.62  0.0969
H: -8.49 -2.19 2.81  0.0925


The following is a quantum chemistry calculation of 2 unconnected molecules or ions with the total composition C27H43B4NO7 at a distorted geometry, from the Open Molecules 2025 dataset.

multiplicity: 1
HOMO energy: -7.96 eV
net charge: 0
SMILES: CCCCCCCCCCCB1OB(Cc2ccc(C)cc2)OB(B(O)OCC)O1.O=[N+]([O-])c1ccccc1
HOMO-LUMO gap: 7.269 eV
max |F|: 4.63 eV/A

Last column: Löwdin charge in e.
Geometry (Å):
C: 3.65 -1.05 1.51  -0.1402
C: 3.51 -0.01 2.73  -0.2469
C: 3.08 1.49 2.32  -0.2104
C: 2.28 1.63 0.93  -0.2057
C: 3.23 2.29 -0.21  -0.2094
C: 4.09 1.23 -1.04  -0.2097
C: 4.77 1.89 -2.38  -0.2068
C: 4.47 1.02 -3.71  -0.2045
C: 3.26 1.68 -4.54  -0.1934
C: 1.94 0.72 -4.56  -0.1773
C: 0.69 1.70 -4.23  -0.0685
B: -0.72 0.99 -4.61  -0.4113
O: -1.97 1.70 -4.87  0.2006
B: -2.93 1.20 -3.90  -0.3994
C: -3.97 2.28 -3.23  -0.0440
C: -4.44 1.62 -1.83  -0.1734
C: -5.80 0.85 -1.74  -0.0186
C: -6.18 0.22 -0.39  -0.0253
C: -5.19 0.37 0.82  -0.2214
C: -5.56 -0.32 2.21  -0.1135
C: -3.86 1.15 0.73  -0.0254
C: -3.46 1.79 -0.62  -0.0176
O: -3.01 -0.21 -3.50  0.2091
B: -1.68 -0.78 -3.52  -0.2752
B: -1.05 -1.72 -2.27  -0.3335
O: 0.41 -1.63 -2.11  0.0584
O: -1.90 -2.55 -1.47  0.0250
C: -1.20 -3.67 -0.89  -0.2409
C: -0.88 -4.87 -1.90  -0.0835
O: -0.83 -0.47 -4.68  0.1830
H: 4.49 -0.82 0.78  0.0578
H: 3.92 -2.07 1.99  0.0752
H: 2.63 -1.23 1.00  0.0721
H: 2.85 -0.41 3.58  0.0983
H: 4.57 0.08 3.20  0.1036
H: 3.96 2.24 2.36  0.1093
H: 2.35 1.85 3.15  0.0878
H: 1.45 2.42 1.11  0.1076
H: 1.74 0.69 0.58  0.0979
H: 2.52 2.82 -0.95  0.1045
H: 3.96 3.04 0.27  0.1129
H: 3.53 0.26 -1.32  0.1047
H: 5.00 0.95 -0.38  0.1010
H: 4.46 2.98 -2.50  0.1014
H: 5.92 1.91 -2.24  0.1036
H: 4.27 -0.06 -3.39  0.1020
H: 5.41 1.07 -4.36  0.0983
H: 2.96 2.66 -4.00  0.0941
H: 3.55 1.99 -5.61  0.1084
H: 2.08 -0.09 -3.75  0.1024
H: 1.78 0.22 -5.57  0.1146
H: 0.76 2.68 -4.83  0.1229
H: 0.68 1.86 -3.09  0.1308
H: -4.85 2.54 -3.91  0.1142
H: -3.42 3.27 -3.02  0.1223
H: -6.41 0.81 -2.70  0.0973
H: -7.18 -0.33 -0.31  0.0934
H: -6.67 -0.11 2.40  0.0768
H: -4.88 0.10 3.04  0.0709
H: -5.35 -1.46 2.19  0.0814
H: -3.14 1.29 1.61  0.0881
H: -2.48 2.36 -0.74  0.1004
H: 0.76 -2.34 -2.70  0.1147
H: -1.87 -4.11 -0.05  0.1322
H: -0.21 -3.37 -0.35  0.1245
H: -0.67 -4.55 -2.98  0.0820
H: 0.02 -5.50 -1.57  0.0873
H: -1.78 -5.58 -1.88  0.0819
C: -0.76 -2.56 7.43  -0.0730
C: -1.44 -2.63 6.21  -0.0667
C: -1.28 -1.62 5.27  -0.0008
C: -0.43 -0.55 5.55  -0.1450
C: 0.24 -0.47 6.77  -0.0003
C: 0.07 -1.48 7.71  -0.0664
N: -0.24 0.50 4.54  -0.3383
O: -0.86 0.40 3.50  0.0651
O: 0.54 1.41 4.81  0.0634
H: -0.89 -3.35 8.16  0.1078
H: -2.09 -3.47 6.00  0.1086
H: -1.81 -1.69 4.32  0.1183
H: 0.90 0.36 6.99  0.1199
H: 0.59 -1.43 8.66  0.1087


The following is a quantum chemistry calculation of a molecular structure, C27H43BBr2ClN4O7 at a distorted geometry, from the Open Molecules 2025 dataset.

multiplicity: 1
HOMO energy: -11.13 eV
net charge: +1
HOMO-LUMO gap: 8.419 eV
max |F|: 3.32 eV/A

Last column: Löwdin charge in e.
Geometry (Å):
C: 4.39 1.89 1.10  -0.0798
C: 3.11 1.06 1.09  -0.2261
C: 2.89 0.19 -0.17  -0.1222
C: 1.49 -0.07 -0.77  -0.1769
C: 1.82 -0.90 -2.06  -0.1060
C: 3.03 -0.57 -2.91  -0.1015
C: 4.27 -1.39 -2.55  -0.5333
N: 5.48 -0.96 -3.11  0.1551
O: 4.26 -2.32 -1.81  0.0853
C: 0.80 1.25 -1.31  -0.3628
O: 0.89 1.26 -2.79  -0.0631
C: 1.49 2.61 -1.10  -0.5287
Br: 3.12 3.01 -2.11  0.8472
C: 1.05 3.65 -0.40  -0.7192
C: -0.25 3.66 0.35  -0.1230
Br: 1.97 5.33 -0.27  0.7627
O: -0.60 1.23 -1.15  -0.0449
C: -1.21 -0.04 -1.38  -0.0561
C: -0.70 -1.25 -0.56  -0.1760
C: -1.85 -1.71 0.37  -0.1092
C: -3.14 -2.15 -0.42  -0.0568
C: -4.39 -1.74 0.38  -0.5407
N: -4.53 -2.13 1.72  0.1590
O: -5.21 -1.08 -0.13  0.1181
B: -0.69 -2.59 -1.49  -0.6132
O: -0.62 -3.87 -0.95  0.1637
O: -0.82 -2.54 -2.87  0.1752
N: 0.60 -0.90 0.14  -0.0161
C: 1.27 -2.19 0.59  -0.1001
C: 2.32 -2.25 1.72  -0.1537
C: 2.71 -3.77 1.85  -0.2554
N: 3.32 -4.04 3.14  0.0064
C: 0.29 -0.27 1.47  -0.0927
C: -0.69 0.82 1.80  -0.7243
O: -1.68 1.17 1.33  0.0691
Cl: -0.37 1.54 3.45  0.6975
H: 5.24 1.31 1.47  0.0821
H: 4.68 2.30 0.13  0.0338
H: 4.26 2.71 1.81  0.0834
H: 2.25 1.70 1.32  0.0911
H: 3.17 0.39 1.96  0.0943
H: 3.52 0.74 -0.87  0.0631
H: 3.40 -0.77 -0.15  0.1083
H: 1.98 -1.96 -1.84  0.1176
H: 0.98 -0.97 -2.75  0.1094
H: 2.82 -0.86 -3.95  0.1485
H: 3.36 0.47 -2.97  0.0568
H: 5.91 -1.71 -3.65  0.1125
H: 5.32 -0.13 -3.67  0.0912
H: 0.33 2.01 -3.04  0.1295
H: -1.09 3.20 -0.16  0.0759
H: -0.08 3.31 1.36  0.0529
H: -0.55 4.70 0.47  0.0682
H: -2.27 0.15 -1.21  0.1366
H: -1.14 -0.20 -2.46  0.1383
H: -1.61 -2.59 0.98  0.1288
H: -2.23 -0.98 1.09  0.0992
H: -3.28 -1.62 -1.36  0.1240
H: -3.23 -3.23 -0.49  0.1308
H: -5.27 -1.54 2.10  0.1143
H: -3.70 -1.85 2.24  0.0870
H: -1.44 -4.32 -1.21  0.1254
H: -1.71 -2.79 -3.15  0.1359
H: 1.73 -2.78 -0.20  0.1344
H: 0.51 -2.85 1.00  0.1237
H: 3.26 -1.73 1.59  0.1032
H: 1.94 -2.00 2.71  0.1143
H: 3.37 -4.03 1.02  0.1199
H: 1.81 -4.39 1.75  0.1203
H: 2.62 -4.27 3.84  0.0724
H: 3.87 -3.26 3.45  0.0718
H: -0.06 -1.07 2.13  0.1515
H: 1.18 0.02 2.02  0.0873
C: -4.58 2.08 0.48  -0.0967
C: -3.99 3.15 1.15  -0.0975
C: -4.72 4.31 1.37  -0.0868
C: -6.03 4.40 0.93  -0.0875
C: -6.62 3.34 0.27  -0.0846
C: -5.89 2.18 0.03  -0.0861
H: -4.01 1.17 0.30  0.0661
H: -2.97 3.07 1.50  0.0703
H: -4.26 5.14 1.89  0.1026
H: -6.60 5.31 1.11  0.1043
H: -7.64 3.41 -0.08  0.1046
H: -6.35 1.35 -0.49  0.0965